# C35H87B3ClNO16

A cluster of 12 separate species, C35H87B3ClNO16 in total at a distorted geometry (ωB97M-V with the def2-TZVPD basis set, OMol25).

LUMO level   0.25 eV
Orbital gap   9.0 eV
Charge   0
Molar mass   846.0 g/mol
HOMO   -0.3200 hartree

Geometry (Å):
C -1.29069 -0.79997 -1.92794
C -0.43906 -2.14943 -2.12318
O 0.87340 -1.95098 -2.68869
C 1.77467 -1.30452 -1.77176
C 2.59782 -2.30431 -0.82945
O 1.77992 -3.21986 -0.06965
C 1.86860 -2.98188 1.35256
B 1.09828 -1.65146 1.86996
O -0.02084 -1.62109 2.78871
B 0.45997 -0.79316 3.90889
C 0.20759 -1.42965 5.39328
C -0.71275 -0.51064 6.33425
C 0.14032 0.64435 7.06250
Cl 1.23451 -0.03775 8.37569
O 1.12900 0.48858 3.70231
B 2.09756 0.23641 2.66462
C 3.71072 0.50745 2.82464
C 4.12861 1.95370 2.79240
C 5.61258 2.31739 2.88435
C 6.48304 1.06444 2.99425
C 5.81634 -0.30552 3.04543
N 4.45879 -0.68621 2.96957
O 1.57591 -0.33709 1.42750
H -0.81132 -0.15255 -1.10609
H -1.41755 -0.21386 -2.89280
H -2.29979 -1.13455 -1.48452
H -1.02366 -2.77416 -2.89475
H -0.46145 -2.75076 -1.15843
H 2.56358 -0.77229 -2.42241
H 1.30021 -0.48249 -1.13783
H 3.29260 -2.90600 -1.51096
H 3.27843 -1.64497 -0.17375
H 2.98644 -2.82046 1.60313
H 1.54924 -3.87778 1.99312
H 1.21272 -1.63378 5.91175
H -0.32632 -2.43779 5.27249
H -1.13139 -1.16148 7.18751
H -1.62965 -0.08569 5.78665
H -0.60318 1.37557 7.51420
H 0.78195 1.17685 6.27838
H 3.35164 2.77634 2.69861
H 6.05439 3.35635 2.84401
H 7.61252 1.16003 3.03906
H 6.53260 -1.19517 3.16653
C -3.17885 -1.57880 3.59767
C -3.94273 -2.66495 4.32740
O -4.21010 -2.26362 5.66619
H -2.23824 -1.36283 4.10647
H -2.96230 -1.87714 2.56923
H -3.75406 -0.64793 3.58068
H -3.35671 -3.58602 4.36132
H -4.89370 -2.87823 3.82763
H -4.73524 -1.45432 5.62845
C 6.49012 -3.66198 -2.33411
C 6.56405 -2.15372 -2.47003
O 5.85838 -1.52749 -1.40511
H 5.44994 -3.99696 -2.34021
H 7.02396 -4.15444 -3.15041
H 6.92438 -3.98650 -1.38391
H 6.11034 -1.83206 -3.40955
H 7.60372 -1.81061 -2.45319
H 6.26972 -1.80857 -0.57770
C -1.04027 4.16116 3.38523
C -0.23873 3.83645 2.14066
O 1.11428 3.55617 2.48433
H -0.61158 5.02174 3.90416
H -2.07947 4.38359 3.13353
H -1.02035 3.32274 4.08786
H -0.24273 4.68341 1.45132
H -0.65692 2.96709 1.62253
H 1.10962 2.80004 3.08756
C -5.68243 5.59985 4.28735
C -4.75658 4.57111 4.90451
O -3.52659 5.17917 5.28276
H -5.21740 6.05586 3.41122
H -6.62880 5.14332 3.98713
H -5.89070 6.40757 4.99579
H -4.53409 3.77842 4.18693
H -5.21152 4.11698 5.79109
H -3.72900 5.87222 5.92355
C 11.02910 -1.72795 2.12059
C 10.14015 -0.53149 2.39625
O 9.04371 -0.91114 3.22175
H 10.46144 -2.52207 1.62931
H 11.87129 -1.45002 1.48272
H 11.41793 -2.14428 3.05433
H 9.73683 -0.13223 1.46335
H 10.70041 0.26349 2.89885
H 9.41000 -1.25510 4.04653
C -3.40432 -1.45132 -6.62300
C -3.67691 -1.41105 -5.13303
O -3.03720 -0.28413 -4.54448
H -2.32903 -1.50170 -6.81518
H -3.88651 -2.31629 -7.08367
H -3.77262 -0.54269 -7.10846
H -3.28833 -2.30988 -4.64908
H -4.75167 -1.34863 -4.93453
H -3.39219 0.50839 -4.97073
C -4.53500 8.00743 -0.33418
C -3.74693 7.21515 0.69021
O -4.53129 6.13783 1.19032
H -5.45311 8.40074 0.10921
H -3.94482 8.84139 -0.72120
H -4.83265 7.36932 -1.17128
H -3.47033 7.85017 1.53416
H -2.83111 6.80861 0.24917
H -4.76504 5.57503 0.44127
C -6.35190 -5.52627 -8.76266
C -5.28932 -4.47654 -8.50354
O -5.50743 -3.85493 -7.24187
H -7.34747 -5.07603 -8.74589
H -6.19827 -6.00664 -9.73185
H -6.33549 -6.29385 -7.98352
H -5.32330 -3.70102 -9.27126
H -4.28989 -4.92346 -8.50773
H -5.46727 -4.54421 -6.56663
C -0.36054 1.52026 -6.99458
C -1.23714 2.72299 -6.70652
O -2.33025 2.34445 -5.88381
H -0.93674 0.73605 -7.49224
H 0.48397 1.79592 -7.63170
H 0.02500 1.09175 -6.06502
H -1.63764 3.13476 -7.63559
H -0.67066 3.50708 -6.19808
H -1.96312 1.99030 -5.06158
C -3.15469 -6.58975 2.60780
C -2.70524 -5.68656 1.47601
O -3.81804 -5.32718 0.66517
H -3.62604 -7.49317 2.21300
H -2.30892 -6.87896 3.23627
H -3.90021 -6.08717 3.23127
H -1.97781 -6.19918 0.84378
H -2.24213 -4.77304 1.86400
H -4.45274 -4.86703 1.22864
C 2.16080 2.66757 -3.15147
C 1.29885 3.31883 -4.21493
O -0.07256 3.00486 -3.99749
H 2.02895 1.58267 -3.16280
H 3.21717 2.89626 -3.31088
H 1.87294 3.01368 -2.15438
H 1.57474 2.95437 -5.20662
H 1.41713 4.40717 -4.20172
H -0.31224 3.33750 -3.12324


# C5H7N3O

A structure of composition C5H7N3O at a distorted geometry (ωB97M-V with the def2-TZVPD basis set, OMol25).

Energy above the lowest of the compared OMol25 structures with the same formula, charge and spin   444.7 kJ/mol
LUMO level   -0.63 eV
Orbital gap   8.7 eV
Charge   0
Molar mass   125.1 g/mol
HOMO   -0.3441 hartree

Geometry (Å):
C 2.54919 0.33324 0.23673
C 2.40397 -0.95780 -0.03786
C 0.46644 -0.04126 0.07677
C -1.97642 1.40046 0.05780
C -1.41087 0.06758 -0.26614
N 1.28999 0.89701 0.38737
N -1.84925 -0.99187 0.55680
N 1.04931 -1.23247 -0.20335
O -1.78321 -2.15073 0.12252
H 3.28860 0.99896 0.68514
H 3.11329 -1.67315 -0.36950
H -2.39518 1.71087 1.01553
H -2.79903 1.58180 -0.64261
H -1.28174 2.17744 -0.09759
H -1.17099 -0.10354 -1.24196
H 0.50591 -2.01656 -0.27962


# C40H46BrN6O3RuSTe

A structure of composition C40H46BrN6O3RuSTe at a distorted geometry (ωB97M-V with the def2-TZVPD basis set, OMol25).

Energy above the lowest of the compared OMol25 structures with the same formula, charge and spin   39.6 kJ/mol
⟨S²⟩   8.79
LUMO level (alpha / beta)   -4.91 / -6.89 eV
Orbital gap (alpha / beta)   7.9 / 6.0 eV
Charge   +2
Molar mass   999.5 g/mol
2S+1   6
HOMO (alpha / beta)   -0.4708 / -0.4734 hartree

Geometry (Å):
Ru -1.17659 -1.35514 -1.59525
O -4.92936 -0.07754 1.97223
C -3.94224 0.82406 2.39540
C -4.22197 1.84193 3.29438
C -3.15650 2.66481 3.65736
C -1.86460 2.49771 3.15801
C -1.62266 1.57566 2.14162
C -2.61509 0.66401 1.80471
C -2.37278 -0.43820 0.77715
O -1.15974 -0.56291 0.18176
N -3.40368 -0.31575 -0.23537
N -3.24467 -1.05623 -1.36575
C -4.23719 -1.34734 -2.14073
C -4.04504 -1.88307 -3.47717
Br -2.14452 -2.09375 -3.92726
C -5.00177 -2.15202 -4.36281
C -6.43998 -2.00137 -4.11055
C -7.17836 -1.32130 -5.08834
C -8.52707 -1.08165 -4.87838
C -9.13227 -1.45240 -3.67278
C -8.34493 -2.08880 -2.69574
C -7.02504 -2.33737 -2.87676
H -5.73704 0.15700 2.44707
H -5.20442 1.98223 3.73067
H -3.35679 3.43284 4.36245
H -1.07518 3.09418 3.52323
H -0.63047 1.43556 1.72697
H -2.63837 -1.41424 1.34910
H -4.32847 -0.31580 0.21843
H -5.17244 -0.89291 -1.91816
H -4.74945 -2.44399 -5.38429
H -6.64698 -1.17796 -5.99025
H -9.19000 -0.65376 -5.63176
H -10.19491 -1.39852 -3.47132
H -8.85460 -2.31647 -1.81202
H -6.45426 -2.93189 -2.10399
C 2.83429 -2.44438 -2.19511
C 1.91857 -1.63794 -1.40154
O 2.34484 -1.02719 -0.36683
N 0.59658 -1.51002 -1.83826
Te 2.61719 1.44883 1.16193
C 4.04532 1.98175 2.64409
C 4.30735 3.36248 2.84282
C 3.86636 4.41603 1.85402
C 5.03332 3.70075 3.95795
C 5.44494 2.70085 4.87603
C 6.24393 3.08205 6.14030
C 5.10839 1.37553 4.66620
C 4.36632 0.96082 3.57745
C 4.12225 -0.51121 3.41795
C 3.37717 2.09435 -0.58283
C 4.71639 1.79184 -0.91510
C 5.57314 0.96937 0.00973
C 5.16139 2.20053 -2.15932
C 4.30067 2.84877 -3.04955
C 4.82332 3.33641 -4.39187
C 2.98356 3.09158 -2.68796
C 2.47810 2.70474 -1.45197
C 1.05866 3.02450 -1.12441
H 3.44061 -1.77011 -2.85464
H 2.38230 -3.17576 -2.85971
H 3.57223 -2.91548 -1.51699
H 2.79728 4.60425 1.84902
H 4.19427 4.21037 0.83449
H 4.34995 5.40172 2.05525
H 5.27989 4.73667 4.14694
H 5.59837 3.58793 6.86044
H 7.10884 3.70625 5.93290
H 6.64174 2.23050 6.63392
H 5.51776 0.64606 5.34550
H 3.96916 -0.78520 2.36535
H 3.28666 -0.88808 3.99384
H 5.06048 -0.99268 3.73953
H 4.97854 0.17266 0.44386
H 6.04697 1.61735 0.74655
H 6.42327 0.54054 -0.51944
H 6.14795 1.90750 -2.49799
H 3.97311 3.42728 -5.02730
H 5.59935 2.73057 -4.84178
H 5.21074 4.37058 -4.27951
H 2.26965 3.54002 -3.39761
H 0.55201 2.22250 -0.58875
H 0.50125 3.13365 -2.08391
H 0.99109 3.95786 -0.57521
C 0.21160 -4.55007 2.08237
C -0.32341 -3.57281 1.07292
C -1.32053 -4.13454 0.06772
N -1.65024 -3.57294 -1.04149
N -2.65839 -4.09777 -1.78019
C -3.12242 -5.14894 -1.16714
N -4.15979 -5.87554 -1.70311
S -2.33632 -5.50757 0.36269
H 0.87835 -4.06590 2.78612
H 0.79487 -5.33687 1.60893
H -0.57517 -5.01082 2.75171
H 0.40930 -2.97292 0.50850
H -0.78398 -2.75476 1.62127
H -4.11743 -5.87655 -2.71838
H -4.44251 -6.75901 -1.34223


- Which formula does entry 3 have?
  C40H46BrN6O3RuSTe